# C39H42Cl3GdN9O3SSe

A molecular structure, C39H42Cl3GdN9O3SSe in a non-equilibrium geometry (wB97M-V/def2-TZVPD, the Open Molecules 2025 dataset).

CARTESIAN COORDINATES (ANGSTROEM)
Gd1 -0.8145 -0.8534 0.3130
N1 -0.0080 -2.7110 -0.8798
C1 -0.8256 -3.0950 -2.0176
C2 -0.2434 -4.2568 -2.8096
C3 -1.1398 -4.8426 -3.9182
C4 -2.5178 -5.3674 -3.4868
N2 -3.4849 -4.3633 -3.0129
C5 -3.7059 -3.1591 -3.5655
N3 -3.3902 -2.8914 -4.8231
N4 -4.2177 -2.1789 -2.8173
C6 -1.1325 -1.7363 -2.7042
O1 -1.4318 -1.7552 -3.9354
O2 -1.2157 -0.7931 -1.8716
H1 1.0069 -2.5468 -1.0670
H2 0.1313 -3.5781 -0.0476
H3 -1.7698 -3.4198 -1.5724
H4 0.0091 -5.0718 -2.1182
H5 0.7007 -3.9420 -3.2729
H6 -0.5944 -5.6950 -4.3454
H7 -1.2250 -4.1283 -4.7389
H8 -2.3829 -6.0853 -2.6693
H9 -2.9940 -5.9107 -4.3101
H10 -3.9039 -4.5053 -2.1040
H11 -3.1583 -3.6268 -5.4676
H12 -2.7005 -2.1070 -4.8474
H13 -4.2117 -2.2249 -1.8083
H14 -4.1678 -1.2399 -3.2039
C7 -1.1059 -0.1869 4.8417
C8 -1.3713 -0.4410 3.5060
N5 -0.4358 -0.8349 2.6174
C9 0.8292 -0.9677 3.0910
C10 1.2072 -0.7307 4.4107
C11 0.2016 -0.3428 5.2985
C12 2.5690 -0.9598 4.9063
C13 3.7345 -0.4807 4.4346
C14 3.9910 0.4595 3.3302
C15 5.2643 0.5725 2.8064
C16 5.4242 1.4835 1.7868
N6 4.4250 2.2415 1.3055
C17 3.2319 2.0604 1.8889
N7 2.9660 1.2076 2.8877
H15 -1.8984 0.1232 5.5130
H16 -2.3747 -0.3340 3.1046
H17 1.5552 -1.2884 2.3490
H18 0.4295 -0.1526 6.3438
H19 2.6080 -1.6198 5.7722
H20 4.6361 -0.8129 4.9464
H21 6.0973 -0.0187 3.1609
H22 6.3902 1.6331 1.3136
H23 2.4049 2.6573 1.5204
Se1 0.9448 -2.7694 1.4252
C18 2.1254 -4.0760 2.1880
C19 2.7610 -3.8187 3.4088
C20 3.6215 -4.7715 3.9643
C21 3.8476 -5.9818 3.3007
C22 3.2132 -6.2399 2.0812
C23 2.3525 -5.2879 1.5246
H24 2.5893 -2.8835 3.9262
H25 4.1125 -4.5721 4.9080
H26 4.5134 -6.7187 3.7310
H27 3.3883 -7.1765 1.5679
H28 1.8639 -5.4923 0.5806
Cl1 0.2637 4.8855 4.5850
C24 -0.4023 4.9577 3.0016
C25 0.3827 4.6300 1.9042
C26 -0.1577 4.6940 0.6158
C27 -1.4954 5.0764 0.3965
C28 -2.0719 5.1419 -1.0192
C29 -3.1959 4.1299 -1.3766
N8 -2.8674 2.7187 -1.3553
C30 -2.9671 1.8618 -2.4203
C31 -2.5671 0.6400 -1.9359
N9 -2.2654 0.7268 -0.6043
C32 -2.4969 1.9767 -0.2716
O3 -1.0633 5.3505 -2.0255
C33 -0.5324 4.2030 -2.6870
C34 0.7827 4.5269 -3.3294
C35 1.9237 3.7550 -3.2797
Cl2 2.1368 2.2470 -2.4752
S1 3.2401 4.4094 -4.1221
C36 2.3197 5.7700 -4.5966
C37 1.0310 5.7094 -4.1115
C38 -2.2605 5.4230 1.5319
Cl3 -3.8938 5.9818 1.4132
C39 -1.7206 5.3570 2.8220
H29 1.4199 4.3302 2.0372
H30 0.5038 4.4521 -0.2116
H31 -2.5764 6.1176 -1.0454
H32 -3.5524 4.3548 -2.3899
H33 -4.0560 4.2337 -0.7084
H34 -3.2939 2.1760 -3.4022
H35 -2.4901 -0.2981 -2.4711
H36 -2.4014 2.3782 0.7287
H37 -1.2320 3.8975 -3.4718
H38 -0.4059 3.3811 -1.9795
H39 2.7653 6.5464 -5.2034
H40 0.2917 6.4806 -4.2966
H41 -2.3251 5.6269 3.6846
H42 -1.4994 0.7577 1.4335

Summary:
LUMO energy (alpha / beta)	-3.4332 / -2.9612	eV
gap between HOMO and LUMO (alpha / beta)	5.117 / 5.601	eV
energy relative to the best compared isomer or geometry (same formula, charge and spin)	40.5	kJ/mol
spin multiplicity	8
charge	+1

These are the Löwdin partial charges, in e, on atoms 1 to 6: number 1, Gd, carries 1.465; number 2, N, carries -0.343; number 3, C, carries -0.315; number 4, C, carries -0.124; number 5, C, carries -0.172; number 6, C, carries -0.139

=====

# C7H7LaO6

A molecular structure, C7H7LaO6 in a non-equilibrium geometry (wB97M-V/def2-TZVPD, the Open Molecules 2025 dataset).

CARTESIAN COORDINATES (ANGSTROEM)
O1 5.3276 -2.7350 -1.9926
C1 4.3330 -2.2665 -1.6657
La1 0.6083 -0.4419 -0.4571
O2 1.4894 -3.5451 -2.0348
C2 1.3248 -2.5210 -1.5092
C3 1.1152 1.9698 0.6760
O3 1.2395 3.0169 1.1400
C4 0.8705 0.9314 -2.5877
O4 0.9554 1.4958 -3.6055
C5 1.4073 -1.2477 1.8956
O5 1.7286 -1.6645 2.9275
H1 2.6524 0.0664 -0.4208
C6 -2.8373 1.6009 1.0660
C7 -2.3179 0.1915 1.1715
O6 -1.8690 -0.2489 -0.2281
H2 -2.0142 2.2437 0.7087
H3 -3.1427 1.9033 2.0694
H4 -3.7202 1.7236 0.3987
H5 -1.4526 0.0429 1.8113
H6 -3.0882 -0.5442 1.4324
H7 -2.6098 0.0283 -0.7955

Summary:
LUMO energy	-10.0220	eV
gap between HOMO and LUMO	6.509	eV
energy relative to the best compared isomer or geometry (same formula, charge and spin)	0.0	kJ/mol
charge	+2

These are the Löwdin partial charges, in e, on atoms 1 to 6: number 1, O, carries 0.081; number 2, C, carries 0.015; number 3, La, carries 1.550; number 4, O, carries 0.171; number 5, C, carries -0.107; number 6, C, carries -0.078

=====

# C24H25NO2

A single C24H25NO2 molecule (wB97M-V/def2-TZVPD, the Open Molecules 2025 dataset).

CARTESIAN COORDINATES (ANGSTROEM)
O1 -0.2085 1.3084 2.5757
C1 -0.8775 1.6087 1.6084
C2 -2.1690 0.8918 1.2543
C3 -1.8495 -0.4045 0.4764
C4 -1.1794 -0.1438 -0.8482
C5 -1.5989 0.8580 -1.7181
C6 -0.9475 1.0728 -2.9207
C7 0.1308 0.2833 -3.2816
C8 0.5453 -0.7307 -2.4359
C9 -0.1050 -0.9390 -1.2317
C10 -3.1147 -1.2301 0.3459
C11 -3.8749 -1.2656 -0.8140
C12 -5.0397 -2.0127 -0.8691
C13 -5.4616 -2.7326 0.2340
C14 -4.7069 -2.7071 1.3949
C15 -3.5434 -1.9631 1.4476
N1 -0.5303 2.5984 0.7547
C16 0.6825 3.3740 0.8729
C17 1.7321 3.0300 -0.2074
O2 2.7480 2.1684 0.2183
C18 2.3097 0.8670 0.5577
C19 3.4645 -0.0943 0.6229
C20 4.7155 0.2351 0.1239
C21 5.7523 -0.6810 0.1773
C22 5.5467 -1.9357 0.7230
C23 4.2984 -2.2708 1.2220
C24 3.2645 -1.3546 1.1743
H1 -2.8404 1.5342 0.6856
H2 -2.6623 0.6161 2.1875
H3 -1.1487 -0.9745 1.0984
H4 -2.4524 1.4741 -1.4697
H5 -1.2862 1.8598 -3.5796
H6 0.6415 0.4560 -4.2170
H7 1.3840 -1.3550 -2.7061
H8 0.2300 -1.7306 -0.5765
H9 -3.5564 -0.7194 -1.6892
H10 -5.6185 -2.0315 -1.7811
H11 -6.3705 -3.3140 0.1890
H12 -5.0243 -3.2705 2.2601
H13 -2.9556 -1.9512 2.3548
H14 -1.0763 2.7395 -0.0804
H15 1.1020 3.1760 1.8616
H16 0.4246 4.4346 0.8023
H17 1.2139 2.6074 -1.0862
H18 2.2540 3.9405 -0.5114
H19 1.5972 0.5115 -0.2056
H20 1.7866 0.8725 1.5245
H21 4.8677 1.2161 -0.2974
H22 6.7249 -0.4131 -0.2100
H23 6.3557 -2.6504 0.7634
H24 4.1329 -3.2476 1.6530
H25 2.2931 -1.6109 1.5730

Summary:
LUMO energy	0.6650	eV
gap between HOMO and LUMO	9.456	eV
energy relative to the best compared isomer or geometry (same formula, charge and spin)	83.4	kJ/mol
charge	0

These are the Löwdin partial charges, in e, on atoms 1 to 6: number 1, O, carries 0.056; number 2, C, carries -0.497; number 3, C, carries -0.046; number 4, C, carries -0.219; number 5, C, carries -0.209; number 6, C, carries -0.077

=====

# C24H32N2O4

A single C24H32N2O4 molecule (wB97M-V/def2-TZVPD, the Open Molecules 2025 dataset).

CARTESIAN COORDINATES (ANGSTROEM)
C1 1.8053 2.7236 -3.1223
O1 1.4365 2.8290 -1.7709
C2 1.9617 1.9363 -0.8773
C3 2.8819 0.9483 -1.2113
C4 3.3520 0.0673 -0.2503
C5 4.2877 -1.0485 -0.6204
C6 3.4944 -2.2934 -1.0605
C7 2.5004 -2.6541 0.0322
O2 2.9087 -3.0741 1.1029
N1 1.1771 -2.4839 -0.1904
C8 0.4975 -2.0418 -1.3853
C9 -0.4342 -0.8679 -1.0674
N2 -1.3739 -1.2753 -0.0421
C10 -2.4472 -0.3444 0.1519
C11 -2.2235 0.9363 0.6409
C12 -3.2850 1.8047 0.8066
C13 -4.5669 1.3971 0.4863
C14 -4.8067 0.1206 -0.0016
C15 -6.2029 -0.3059 -0.3432
C16 -3.7382 -0.7635 -0.1721
C17 -3.9739 -2.1473 -0.6966
C18 -0.6596 -1.6212 1.1723
C19 0.2411 -2.8162 0.8689
C20 2.9092 0.1715 1.0587
C21 1.9907 1.1494 1.4149
O3 1.4887 1.3171 2.6685
C22 1.9262 0.4462 3.6836
C23 1.5084 2.0422 0.4449
O4 0.5407 2.9445 0.8299
C24 0.8793 4.3097 0.7056
H1 1.2497 3.5053 -3.6384
H2 2.8784 2.8907 -3.2632
H3 1.5289 1.7501 -3.5402
H4 3.2363 0.8528 -2.2254
H5 4.8915 -1.3178 0.2468
H6 4.9528 -0.7431 -1.4303
H7 4.1841 -3.1342 -1.1563
H8 3.0285 -2.1191 -2.0264
H9 1.2014 -1.7335 -2.1543
H10 -0.1048 -2.8758 -1.7701
H11 -0.9962 -0.5978 -1.9649
H12 0.1731 -0.0021 -0.7571
H13 -1.2255 1.2632 0.8882
H14 -3.1081 2.8005 1.1843
H15 -5.3953 2.0793 0.6162
H16 -6.2717 -0.5945 -1.3916
H17 -6.4995 -1.1661 0.2562
H18 -6.9071 0.5017 -0.1601
H19 -3.0318 -2.6846 -0.7417
H20 -4.6630 -2.6892 -0.0501
H21 -4.4120 -2.1103 -1.6934
H22 -1.3876 -1.8927 1.9396
H23 -0.0469 -0.7854 1.5457
H24 0.8191 -3.1083 1.7463
H25 -0.3781 -3.6606 0.5441
H26 3.2827 -0.5264 1.7893
H27 1.3754 0.7395 4.5759
H28 3.0001 0.5531 3.8684
H29 1.7036 -0.5991 3.4471
H30 0.0270 4.8605 1.0993
H31 1.0484 4.5902 -0.3368
H32 1.7710 4.5474 1.2961

Summary:
LUMO energy	0.6502	eV
gap between HOMO and LUMO	8.907	eV
energy relative to the best compared isomer or geometry (same formula, charge and spin)	246.0	kJ/mol
charge	0

These are the Löwdin partial charges, in e, on atoms 1 to 6: number 1, C, carries -0.079; number 2, O, carries -0.085; number 3, C, carries -0.205; number 4, C, carries 0.017; number 5, C, carries -0.224; number 6, C, carries -0.126